Molecular formula: C5H39NO14
Method: DFT, wB97M-V/def2-TZVPD

Results
HOMO-LUMO gap   9.65 eV
Energy above the lowest of the compared OMol25 structures with the same formula, charge and spin   104.2 kcal/mol
Highest occupied orbital energy   -9.588 eV
Maximum force   3.03 eV/Å
LUMO energy   0.06 eV

The geometry in XYZ format:
```
59
Properties=species:S:1:pos:R:3:forces:R:3
C 0.27158 0.33817 3.25832 -0.01 0.17 1.32
C -0.97834 -0.41312 2.73720 1.68 2.42 0.49
C -1.24284 -1.64701 3.52590 -0.98 -2.84 0.04
O -0.74766 -0.54333 1.33989 0.32 -1.32 -0.23
C 0.41712 1.80480 2.76901 1.19 -0.29 -0.48
N 0.51121 1.97312 1.28158 -1.47 0.73 0.69
C 0.03702 3.32013 0.78913 1.97 -2.03 1.03
H 1.15419 -0.34911 3.17725 -0.43 0.81 -0.32
H 0.15746 0.49057 4.35353 0.05 -0.39 -0.39
H -1.77911 0.31555 2.81911 -0.56 -0.19 -0.02
H -2.13228 -1.60079 4.18421 0.41 0.43 -0.31
H -1.53231 -2.46036 2.79053 0.46 0.71 0.79
H -0.43235 -2.06558 4.18745 -0.38 0.70 -0.95
H 0.20702 -0.74290 1.25547 -0.48 0.09 -0.25
H -0.35966 2.36124 3.33474 -0.10 0.08 -0.90
H 1.37245 2.22714 3.10519 -0.17 -0.21 0.51
H -0.20215 1.35968 0.90932 0.18 -0.36 -0.21
H -0.91639 3.47273 1.29367 -0.16 0.88 -0.82
H 0.18415 3.23301 -0.27609 -1.31 0.17 -0.53
H 0.84229 3.99189 1.01886 -0.11 0.97 0.81
H -3.65997 -0.54386 -0.26814 -1.18 -2.09 -0.74
H -4.93481 -1.51741 -0.42400 0.20 0.33 0.26
O -3.99644 -1.44108 -0.63480 0.68 1.72 0.66
H -3.76505 -1.79061 -2.41814 0.95 0.26 -0.12
H -2.31101 -1.79831 -3.07526 -0.23 -0.29 0.40
O -3.24852 -1.66216 -3.24829 -0.50 -0.02 -0.60
H -0.57815 0.80096 -3.97020 -0.02 0.07 -0.47
H 0.47874 0.12050 -4.87591 0.13 -0.24 -0.20
O 0.36653 0.78199 -4.19293 -0.88 0.58 -0.24
H 0.85823 -0.63298 -2.59213 -0.22 0.46 -0.84
H 0.37333 0.82517 -2.17342 0.59 -1.22 0.10
O 0.72901 -0.03535 -1.85178 -0.09 0.44 1.17
H 2.27993 0.18653 -0.27118 0.18 -0.41 -0.25
H 2.05391 1.06067 0.89430 -0.59 -0.39 0.38
O 2.29155 0.12181 0.68731 0.55 0.43 0.21
H 3.77666 -2.87211 2.02799 -1.33 0.19 0.62
H 2.39278 -2.16564 2.27290 0.18 0.45 -0.11
O 2.86918 -2.98272 2.41356 1.13 -0.53 -0.62
H -0.96894 0.14771 -0.89070 -0.09 -0.58 -0.45
H -2.13796 1.05090 -1.67468 1.14 -1.05 0.52
O -1.54015 0.91101 -0.88082 -0.94 1.44 0.61
H -3.57494 2.27326 1.12818 0.49 0.30 0.17
H -2.64131 1.11130 0.34076 -1.82 1.59 0.69
O -3.58697 1.45028 0.65251 1.30 -1.79 -0.89
H 2.05103 -2.69897 -0.15188 -0.46 0.48 0.47
H 1.41212 -1.36276 -0.94182 -0.23 -0.36 1.32
O 1.95009 -2.16370 -0.93797 0.73 -0.43 -1.30
H -3.43518 1.48648 -3.19528 -0.08 0.84 0.06
H -3.08210 0.08316 -3.58384 1.35 0.98 1.53
O -2.65598 0.93135 -3.14797 -1.58 -1.51 -2.10
H 2.32527 -3.05682 -3.76748 -0.02 -0.30 -0.88
H 1.91659 -2.21671 -2.70294 -0.57 -0.12 -0.42
O 1.65809 -2.37653 -3.64636 0.53 0.12 1.16
H 2.71061 0.32200 -2.64078 -0.02 -0.26 0.38
H 2.34830 1.41426 -3.59481 -0.04 -0.05 -0.22
O 2.95406 0.67495 -3.49062 0.71 0.40 -0.31
H 5.15332 0.49024 2.10192 0.55 0.25 -0.08
H 3.76109 -0.06420 2.13293 1.58 0.24 1.36
O 4.57564 0.07156 2.73750 -2.19 -0.47 -1.45
```
Positions in Å, forces in eV/Å.